[1]
Molecular formula: C30H38F16O12
Method: DFT, ωB97M-V with the def2-TZVPD basis set

## Properties
HOMO-LUMO gap ... 0.355 Eh
Structure (SMILES) ... FC(F)C(F)(F)COC(F)(F)C(F)F.FC(F)C(F)(F)COC(F)(F)C(F)F.O=C1CCCO1.O=C1CCCO1.O=C1CCCO1.O=C1CCCO1.O=C1CCCO1
HOMO ... -9.82 eV
Energy ... -99777.7867 eV
E_LUMO ... -0.17 eV

```
! wB97M-V def2-TZVPD RIJCOSX def2/J DEFGRID3
* xyz 0 1
C 1.26706 2.41173 -2.86337
C 4.13668 4.55158 -7.53494
F 1.07437 0.46085 -4.20246
H -0.70174 4.90269 -0.35900
H -0.91142 4.80814 1.37439
O -2.72687 4.78856 -1.70544
C -1.50546 2.40982 4.25131
H 4.23501 5.42968 -6.89873
C 0.47308 -3.41261 3.99155
H 4.31370 -2.87273 1.71786
O -2.49940 2.14699 3.36791
O -3.70867 3.00907 -0.82507
O 2.75518 3.05336 0.87805
H -2.35783 3.00592 -3.66957
F 0.34626 -2.55693 5.02242
F -0.62458 -5.10631 2.81030
H 6.25246 4.26686 -7.12698
H 1.73054 -1.47047 -2.39265
F -5.27346 -4.17259 3.75060
H -3.55112 0.97981 -0.46638
O -1.79103 -3.35813 3.55321
H -0.96921 -0.35765 3.60148
H 0.02456 -1.46434 -2.79258
H -4.45708 -2.26787 5.08852
C 3.80900 2.44488 -6.39897
F -3.80831 -5.47543 4.74584
C -0.79372 -4.22833 3.83577
C 1.47845 0.91393 -2.98707
C -0.39437 4.35376 0.52629
H -1.66282 -2.04178 -0.53283
C -4.03165 1.65247 -1.17510
H -5.11666 1.58245 -1.08960
O 5.13022 2.55688 -6.68142
O 1.03351 4.46122 0.70166
H 4.73261 -5.09420 1.77322
C -1.16198 1.16340 5.05292
H -1.67315 2.57466 0.71977
C -3.47979 1.43843 -2.58463
C 3.60933 -3.31597 -0.25440
C -4.03256 -4.22058 4.31206
H 2.51088 4.08457 -6.11860
F -1.08208 -4.98714 4.90175
H -2.50457 0.94595 -2.54681
H 2.34789 3.27961 -7.70254
C 3.04793 3.63677 -6.94927
H -3.04379 -4.62537 2.43116
H 0.69285 -2.85109 3.08089
F 2.03569 3.07107 -3.74747
C 0.47402 -1.64391 -0.68690
O 0.74685 0.31741 -1.99457
H 2.52643 -3.05895 1.60612
C -3.19039 3.70693 -1.88087
H 3.94283 -6.43608 -0.03149
H -3.52349 -2.99186 2.68290
H 0.80224 1.24044 0.93681
C 3.68688 -4.91945 1.53551
F -1.33187 -0.10257 -0.29167
C -0.66794 2.86500 0.41965
C -3.28618 2.85064 -3.12992
H 5.69719 3.31380 -8.48388
C -4.09448 -3.22463 5.47671
H 1.50987 2.75104 -1.85179
H 2.28462 -5.80603 0.08951
C -2.84988 0.76477 3.37112
H -1.64365 1.24220 6.02723
H -2.83191 0.40311 2.34501
F -0.03581 2.73090 -3.10365
O 3.73640 -2.31824 -0.90266
C 0.75488 -1.10615 -2.06265
H -4.09670 0.80514 -3.21934
C -1.78208 0.03909 4.20872
C 5.40548 3.69478 -7.50258
O 3.37542 1.53431 -5.76263
O 3.58174 -4.54177 -0.80941
F 0.55046 -3.00869 -0.70060
C 3.49179 -3.40691 1.25199
C 0.46903 2.23663 1.20377
O -1.01250 3.49222 4.34288
H -3.83584 0.66553 3.82332
H 3.01137 -5.28092 2.30639
H -4.15975 3.19707 -3.68417
H -0.07867 1.19086 5.12915
H 3.88349 4.89676 -8.53444
F 1.50059 -4.26429 4.23516
F -0.90069 -1.63659 1.23260
C -3.06163 -3.84295 3.19282
H 0.23399 2.26897 2.27309
F 2.79037 0.65270 -2.86518
F -2.88784 -3.04923 6.05599
H -0.58909 2.51887 -0.61929
H -2.22267 -0.73814 4.82673
C 3.34285 -5.55889 0.19152
C 1.57743 3.25444 0.96383
F 1.38856 -1.16389 0.17996
F -4.93892 -3.66614 6.42109
C -0.91676 -1.37300 -0.09494
*
```

---

[2]
Molecular formula: C3H2F3O2S2
Method: DFT, ωB97M-V with the def2-TZVPD basis set

## Properties
HOMO-LUMO gap (alpha / beta) ... 0.255 / 0.255 Eh
HOMO (alpha / beta) ... -3.73 / -3.73 eV
Energy ... -37061.8477 eV
E_LUMO (alpha / beta) ... 3.21 / 3.21 eV

```
! wB97M-V def2-TZVPD RIJCOSX def2/J DEFGRID3
* xyz -1 1
C -0.21593 -1.43845 -0.44457
C 0.00752 0.86588 -0.50797
O -0.86589 0.46003 1.70630
F -1.17628 -1.76042 0.38697
S -1.63451 1.35206 -0.79248
F -0.59659 -1.75890 -1.71626
C 0.23086 0.70182 1.02842
S 1.30421 1.28940 -1.55192
O 1.31064 0.95204 1.53749
H 2.23121 1.02803 -0.56596
H -1.53193 0.43544 1.00664
F 0.93669 -2.12694 -0.08665
*
```

---

[3]
Molecular formula: C3H12N2O4
Method: DFT, ωB97M-V with the def2-TZVPD basis set

## Properties
HOMO-LUMO gap ... 0.340 Eh
Structure (SMILES) ... NCCNC(=O)O.O.O
HOMO ... -8.67 eV
Energy ... -14476.2978 eV
E_LUMO ... 0.58 eV

```
! wB97M-V def2-TZVPD RIJCOSX def2/J DEFGRID3
* xyz 0 1
H 1.01743 0.48357 -0.52538
H 1.82471 0.71577 2.23540
C 0.76175 -1.40434 0.22541
H 0.90372 -1.87157 1.18991
N -0.64029 -1.17855 0.03610
H 1.26498 3.01838 -2.36493
H 0.48490 1.46130 1.49489
H 1.24525 -1.91516 -0.60969
O 1.02347 3.06340 -1.43157
O -1.31023 -2.62337 1.62664
H 2.52782 -0.10636 0.27570
H -1.97666 0.31178 -2.03529
H -0.89969 -0.51859 -0.69252
C 1.44507 -0.00549 0.34975
O -2.86364 -1.60144 0.34173
C -1.69618 -1.76314 0.62043
O -1.44129 1.02616 -1.66660
H -2.01218 -3.28231 1.72868
H -2.07703 1.65771 -1.31501
N 1.06756 0.64280 1.58229
H 1.35054 3.88943 -1.06592
*
```

---

[4]
Molecular formula: C4H8NS
Method: DFT, ωB97M-V with the def2-TZVPD basis set

## Properties
HOMO-LUMO gap ... 0.345 Eh
HOMO ... -13.06 eV
Energy ... -16591.9153 eV
E_LUMO ... -3.66 eV

```
! wB97M-V def2-TZVPD RIJCOSX def2/J DEFGRID3
* xyz 1 1
C 0.77597 0.26581 -1.96014
H 2.61595 -0.43641 -3.06294
N -0.18696 -1.07894 0.31987
H 0.26365 -0.97037 -0.66739
H 0.55494 0.85443 1.01749
H -1.06880 -1.48889 0.22350
H -2.58239 0.56567 0.65952
S -1.77730 2.46386 1.52443
C -1.63724 0.87020 0.98624
H 0.34031 1.03750 -1.34177
H -0.43164 2.65243 1.72366
C -0.44154 0.23011 0.87200
C 1.83220 -0.04448 -2.58654
H 0.60637 -1.60044 0.75126
*
```

---

[5]
Molecular formula: C5H10AuCl2N2S
Method: DFT, ωB97M-V with the def2-TZVPD basis set

## Properties
HOMO-LUMO gap ... 0.349 Eh
HOMO ... -12.57 eV
Energy ... -47894.4547 eV
E_LUMO ... -3.07 eV

```
! wB97M-V def2-TZVPD RIJCOSX def2/J DEFGRID3
* xyz 1 1
H 0.79662 -3.13246 -1.69646
Au -0.45606 1.89113 0.80207
H 1.40821 0.09289 -1.73919
H 0.24261 5.65236 2.43481
S -1.90696 0.19801 0.22767
C 0.44087 -0.36245 -1.95786
Cl -1.65582 4.67554 1.46162
H 0.64902 -3.67125 1.13987
C 0.79820 -2.58333 -0.75802
N 0.07817 -1.31239 -0.92067
N -0.84214 -2.19955 0.84598
C -0.81324 -1.14047 0.04054
H 1.83293 -2.38890 -0.47189
C 0.03504 5.11980 1.51606
H -0.60498 -4.11076 -0.02883
H 0.50231 -0.88370 -2.91188
H -0.31873 0.40959 -2.01984
H 0.28656 5.69705 0.63725
C 0.00442 -3.29330 0.35231
Cl 1.09378 3.65101 1.51481
H -1.57083 -2.30882 1.53165
*
```

---

[6]
Molecular formula: C4H9NOS
Method: DFT, ωB97M-V with the def2-TZVPD basis set

## Properties
HOMO-LUMO gap ... 0.205 Eh
Structure (SMILES) ... C[C@@H](C[S-])NC[O-]
HOMO ... 0.58 eV
Energy ... -18664.2367 eV
E_LUMO ... 6.16 eV

```
! wB97M-V def2-TZVPD RIJCOSX def2/J DEFGRID3
* xyz -2 1
S 0.29186 -2.51680 -1.21296
H 0.49620 0.02492 -2.45252
H -0.16602 1.63769 -2.04784
N 0.08896 1.05043 0.78128
C 0.06345 0.20967 -0.39648
C -1.16366 1.55521 1.49142
H -1.81388 1.92319 0.62477
C 0.85193 -1.12961 -0.17253
H 1.51319 1.27461 -1.63336
O -0.86199 2.47183 2.38831
H -1.72516 0.68091 1.90664
H -0.95976 -0.12689 -0.54053
H 0.74801 1.78058 0.93073
C 0.51354 0.84055 -1.72767
H 0.58021 -1.32806 0.86528
H 1.93469 -1.04476 -0.29308
*
```

---

[7]
Molecular formula: C29H71ClO13S8
Method: DFT, ωB97M-V with the def2-TZVPD basis set

## Properties
HOMO-LUMO gap ... 0.324 Eh
HOMO ... -8.52 eV
Energy ... -157038.7084 eV
E_LUMO ... 0.29 eV

```
! wB97M-V def2-TZVPD RIJCOSX def2/J DEFGRID3
* xyz 0 1
S 1.93878 -2.59952 7.26889
O -0.21730 4.43318 3.15096
O 2.50987 -3.54714 -5.97905
C 8.81384 0.45647 0.43404
O -0.79188 2.11623 1.23723
H 4.07286 -3.58404 6.81816
C 0.15528 1.50815 0.32298
S -0.69147 3.18901 3.68312
H -3.61761 -0.73868 5.04821
H 2.31880 1.79396 -1.28786
C -1.57691 -2.67044 4.96617
H -4.67498 -2.78027 -0.41863
C 0.35317 2.79439 5.10535
H 2.06814 -1.20708 -2.03366
C 8.05436 0.09609 -2.10294
C -0.22042 5.09721 -4.14085
H 1.12996 -6.77050 -5.30299
H -7.80226 2.53707 -1.07044
H 1.87377 7.13795 -1.94080
H 0.15192 6.69268 -1.85907
S 7.27914 0.35395 -0.50116
H -6.76806 4.26236 0.45248
H 4.03106 0.57603 -0.76140
H 7.26789 0.04327 -2.85361
H 8.56283 0.65533 1.47411
H -1.95556 -3.26769 5.79390
C 3.87525 -1.09539 0.54448
H 4.64228 -0.53311 1.07401
H -3.06815 1.32274 -0.95286
H -0.99360 5.05726 -3.37239
H -2.46904 0.24688 1.44143
H 9.43037 1.26690 0.04426
H -4.42506 0.27548 -3.68220
O -0.92745 -0.17748 4.32456
C -2.69511 0.32157 -0.73562
H 2.45813 1.04202 -2.83108
C 1.90821 0.98256 -1.88444
C -0.54300 1.34916 -1.02251
H -3.33004 -1.27877 6.73139
H -0.98079 0.94419 2.89168
H 2.92688 -3.79880 5.47454
C -2.99238 -0.61729 5.93354
H -4.01186 -0.45362 -5.25168
H 2.11278 -4.00839 9.20190
H -0.40861 5.92368 -4.82663
H 2.97247 -1.05565 1.16228
H -4.14687 1.32441 -5.09479
H -1.13660 2.25736 -1.17314
H -5.07644 4.81338 0.37307
H -6.94197 1.69299 -2.37840
C -3.41697 -1.57545 0.85616
H 2.49678 -4.10568 1.44485
S -1.28190 -0.99474 5.53248
C -3.16603 -0.07195 0.66882
S 1.39384 5.30764 -3.37293
H 0.34850 2.07672 -2.90241
H 8.72029 0.92920 -2.32984
H -5.54344 -0.32079 -7.34548
H 0.10505 0.36245 -2.82583
O 6.67609 1.71161 -0.50981
C 1.00303 6.84436 -2.52349
O 1.52585 4.25483 -2.33522
H 8.60932 -0.84224 -2.09214
H 3.38135 -2.74511 9.17328
H 0.68506 1.59881 2.61987
H -6.19677 5.21590 -0.95068
O -1.31008 0.14905 -0.97078
H -0.08230 3.17945 6.01957
C -4.81464 -2.03643 0.36352
C 2.79281 -5.01184 -3.78722
O -5.24273 1.90774 -0.00187
H 9.34591 -0.49252 0.36229
C 3.55316 -3.25658 -0.25339
H 2.28018 -5.77426 -3.19872
O -6.93985 1.48350 -4.59668
O 4.40628 -2.44182 0.43384
O -2.04714 3.23292 4.15949
H 3.02557 -4.15864 -3.14861
H 0.43770 1.70529 5.13279
H -7.25890 3.42882 -2.52499
H 1.61136 -0.63524 -0.41553
H 0.34906 0.50406 0.70711
C 2.19296 -0.40049 -1.30806
C 2.32960 -2.96195 8.98585
H -5.30093 -2.58133 1.17332
C -6.11976 0.50131 -6.92093
H 1.85343 -4.47712 -0.20039
H 0.99769 -5.90608 -6.85172
H 0.77804 7.61786 -3.25849
H 1.71074 -2.32457 9.61449
H 4.31001 -0.91789 -1.62674
H -4.14332 0.40719 0.80467
H -5.62534 1.45306 -7.11697
C 1.60479 -6.03958 -5.95802
C -7.02294 2.62455 -1.82934
H -0.63150 -3.08321 4.62539
O 0.54679 -3.06560 7.02684
H 1.60880 -2.87831 0.51755
C -4.54092 0.36386 -4.76165
H 1.03429 2.15584 0.30679
H 3.71454 -5.41566 -4.20838
H -2.29337 -2.65840 4.14306
H -3.21402 -0.35381 -1.43342
C 3.69808 -0.46098 -0.85144
C 3.04307 -3.82754 6.55631
H -7.11537 0.51087 -7.36051
H -0.21046 4.16083 -4.69637
H -3.36996 -1.78623 1.92200
O 3.79807 -3.55783 -1.36256
C -5.92620 4.46284 -0.21024
S -5.44238 2.94906 -1.05065
C 0.42067 1.22417 -2.23075
S 1.71349 -4.45421 -5.11084
C -0.38617 1.80634 2.54928
S -6.29457 0.25847 -5.14801
H 1.34821 3.18232 4.89749
H 2.78154 -4.81886 6.92725
C 2.29419 -3.72591 0.44559
Cl -2.16155 -2.62119 0.06776
H -3.04036 0.41640 6.27223
H -5.43336 -1.21171 0.01883
H 2.60239 -6.37566 -6.24225
*
```

---

[8]
Molecular formula: C10H10CaO3
Method: DFT, ωB97M-V with the def2-TZVPD basis set

## Properties
HOMO-LUMO gap ... 0.190 Eh
HOMO ... -15.66 eV
Energy ... -35091.2369 eV
E_LUMO ... -10.48 eV

```
! wB97M-V def2-TZVPD RIJCOSX def2/J DEFGRID3
* xyz 2 1
C 1.55091 0.50023 2.58087
C -0.61466 0.01470 -1.70043
H -0.50724 1.16296 0.26201
H -1.18401 -0.91176 -1.49995
H 1.22074 0.13540 3.56726
Ca 2.76088 0.95975 -0.88655
O 3.17982 -2.10804 1.92675
C -3.94389 1.33988 -1.09372
O 1.23389 -3.03370 1.17471
C 0.60946 -0.79164 0.46002
C 0.04967 0.42163 -0.33484
H 0.80566 1.28179 2.33044
H -4.95837 1.63354 -0.84778
H -1.68544 1.11534 -3.29017
C 2.00200 -2.05702 1.76821
C 1.30115 -0.68102 1.63286
H -1.05127 2.19179 -2.00515
H 2.58455 0.87829 2.60760
C -2.82427 1.14533 -1.48552
H 0.14824 -0.20613 -2.48567
C 0.41814 -2.30608 0.28584
O -0.58164 -2.83271 -0.07493
C -1.49739 1.19444 -2.20666
H 0.98306 0.95303 -0.68520
*
```

---

[9]
Molecular formula: C3H4N2O2S
Method: DFT, ωB97M-V with the def2-TZVPD basis set

## Properties
HOMO-LUMO gap ... 0.376 Eh
Structure (SMILES) ... [H]/N=C(/NC=O)SC=O
HOMO ... -9.94 eV
Energy ... -21084.9586 eV
E_LUMO ... 0.29 eV

```
! wB97M-V def2-TZVPD RIJCOSX def2/J DEFGRID3
* xyz 0 1
C -0.81515 1.00528 -0.00684
H -1.11367 1.07281 -2.09318
C -0.68472 -0.93841 -1.81152
O -0.32875 -1.84836 -1.15540
O 2.49147 -0.72705 1.29839
H -1.17533 -0.99469 -2.75195
S -0.00281 0.18325 1.22297
N -1.49215 2.06273 0.07742
H 1.54457 -0.49164 -0.64131
N -0.71970 0.41903 -1.34839
H -1.42930 2.47329 1.03909
C 1.56650 -0.36033 0.59050
*
```

---

[10]
Molecular formula: C22H34Cl2O15
Method: DFT, ωB97M-V with the def2-TZVPD basis set

## Properties
HOMO-LUMO gap ... 0.395 Eh
Structure (SMILES) ... C[C@H]1COC(=O)O1.C[C@H]1COC(=O)O1.C[C@H]1COC(=O)O1.C[C@H]1COC(=O)O1.C[C@H]1COC(=O)O1.ClCCCl
HOMO ... -10.48 eV
Energy ... -79123.4328 eV
E_LUMO ... 0.27 eV

```
! wB97M-V def2-TZVPD RIJCOSX def2/J DEFGRID3
* xyz 0 1
H 9.96074 9.94852 15.81779
H 6.64989 14.98478 13.83852
H 6.77137 10.28449 18.37768
O 12.06360 16.98271 13.32297
O 13.01624 16.09956 11.53669
O 11.61900 15.10538 9.21717
O 11.03613 13.51069 10.69156
O 12.11800 14.91203 20.09519
H 8.73906 13.86849 14.29067
C 12.23394 15.38527 16.65362
C 12.84518 16.20994 12.89173
O 10.79256 7.34288 14.37475
C 11.55510 16.91829 7.64528
H 14.17140 14.75121 10.49209
C 7.39497 15.10369 13.04859
H 14.56866 12.67462 13.46388
H 15.58713 14.76830 13.00901
O 11.85467 9.08152 15.28924
H 5.93523 10.55358 16.82575
C 14.29164 15.44477 11.32293
C 6.01070 10.89474 17.86340
H 10.24542 16.08903 16.81677
Cl 7.84347 12.56603 12.54776
C 6.52168 12.30918 17.80494
H 9.35748 14.38761 12.60925
C 9.80089 16.52184 9.54146
O 11.38652 16.40324 18.57074
C 12.02803 15.28960 18.95809
C 11.24480 16.39344 17.17260
H 5.09518 10.71637 18.40826
H 8.67497 12.61554 17.64822
H 12.53068 16.73363 7.22258
H 8.98331 8.06882 15.15185
H 11.35433 17.37822 16.73748
C 6.27622 14.03332 16.23270
H 7.94337 11.77574 16.24970
O 12.64181 14.77492 17.84224
H 11.41463 17.97343 7.63553
O 9.72001 15.29200 10.23097
H 10.95568 13.63536 16.17602
O 7.61688 13.83713 16.32794
C 11.28921 16.48042 9.09431
H 10.73485 16.49318 7.02008
H 15.01437 16.21074 11.03366
O 12.97978 7.23967 14.63837
C 11.70544 14.28704 15.68234
H 13.09908 12.95139 12.47306
H 9.11687 16.51685 8.69174
C 11.98216 7.83521 14.73954
C 7.80690 12.55004 17.02508
C 8.47629 14.08427 13.22240
H 13.15110 15.84136 16.23996
H 9.28994 8.42383 13.53776
C 10.63312 10.73576 13.97447
C 14.53256 14.65412 12.66577
O 13.67414 15.37320 13.52372
H 9.66593 11.17502 13.84189
O 5.61960 13.09190 16.94777
H 6.89962 15.04216 12.08371
C 14.16816 13.14109 12.56003
H 9.63649 17.31540 10.27914
C 10.54791 9.64328 14.99909
H 14.70670 12.79745 11.62716
C 9.76153 8.36851 14.52279
H 12.55979 13.63761 15.41040
H 6.49299 12.80553 18.77719
H 11.00707 10.32038 13.03962
H 11.99490 17.03885 9.74059
C 10.81211 14.52222 10.09600
O 5.71262 14.79516 15.56382
H 11.33334 11.47236 14.25029
H 11.21443 14.75503 14.82922
Cl 8.20268 16.71327 13.14021
*
```